a | A 2-piece molecular cluster, C7H13N overall. Source: the OMol25 dataset; level of theory: wB97M-V/def2-TZVPD.

Summary:
HOMO-LUMO gap ... 9.0 eV
Highest occupied orbital energy ... -8.15 eV
SMILES ... CC(C)=C(C)C.C#N

XYZ file:
```
21
C7H13N | the OMol25 dataset | wB97M-V/def2-TZVPD
C 0.905 2.193 0.365
C 0.447 1.004 -0.348
C -0.286 1.436 -1.590
C 0.677 -0.210 0.161
C 1.166 -0.433 1.524
C 0.249 -1.491 -0.462
H 1.136 2.962 -0.378
H 1.676 1.928 1.076
H 0.105 2.521 0.981
H 0.467 1.958 -2.197
H -1.175 1.950 -1.415
H -0.535 0.497 -2.114
H 2.368 -0.489 1.514
H 1.034 -1.426 1.943
H 0.844 0.368 2.224
H 1.054 -2.235 -0.262
H 0.003 -1.488 -1.623
H -0.671 -1.855 -0.143
C -3.150 -2.378 0.194
N -2.467 -2.210 1.120
H -3.847 -2.603 -0.570
```



b | C7H13N in the gas phase. Source: the OMol25 dataset; level of theory: wB97M-V/def2-TZVPD.

Summary:
HOMO-LUMO gap ... 9.0 eV
Highest occupied orbital energy ... -7.78 eV
SMILES ... C/C=C/CN/C=C/C

XYZ file:
```
21
C7H13N | the OMol25 dataset | wB97M-V/def2-TZVPD
C -1.414 0.786 -3.138
C -1.070 -0.149 -2.018
C -1.630 -0.084 -0.817
C -1.264 -1.106 0.275
N 0.129 -1.193 0.638
C 0.626 -0.101 1.366
C 1.907 0.259 1.428
C 2.523 1.196 2.410
H -0.724 1.625 -3.272
H -2.383 1.248 -2.945
H -1.375 0.312 -4.109
H -0.363 -0.936 -2.264
H -2.218 0.773 -0.505
H -1.662 -2.064 -0.043
H -1.825 -0.836 1.165
H 0.738 -1.395 -0.149
H -0.146 0.297 2.011
H 2.533 -0.197 0.664
H 3.242 0.699 3.051
H 1.791 1.720 3.033
H 2.968 2.055 1.900
```



b wins, 78.5 kJ/mol ahead of the next structure.



a | C7H13N in the gas phase. Source: the OMol25 dataset; level of theory: wB97M-V/def2-TZVPD.

Summary:
HOMO-LUMO gap ... 8.4 eV
Highest occupied orbital energy ... -7.33 eV
SMILES ... C=C/C(N)=C(\C)CC

XYZ file:
```
21
C7H13N | the OMol25 dataset | wB97M-V/def2-TZVPD
C -1.984 -1.879 1.436
C -1.599 -1.046 0.483
C -0.192 -0.536 0.429
N 0.780 -1.505 0.577
C 0.102 0.752 0.177
C -0.935 1.812 0.292
C 1.427 1.120 -0.481
C 1.692 0.314 -1.756
H -1.357 -2.080 2.296
H -2.979 -2.312 1.464
H -2.096 -0.925 -0.471
H 1.728 -1.257 0.798
H 0.484 -2.443 0.775
H -1.182 2.371 -0.624
H -0.720 2.620 0.998
H -1.904 1.388 0.543
H 2.248 1.117 0.245
H 1.283 2.131 -0.846
H 2.646 0.522 -2.241
H 1.663 -0.761 -1.644
H 0.898 0.597 -2.452
```



b | C7H13N in the gas phase. Source: the OMol25 dataset; level of theory: wB97M-V/def2-TZVPD.

Summary:
HOMO-LUMO gap ... 8.6 eV
Highest occupied orbital energy ... -7.64 eV
SMILES ... C=C/C(CC)=C(\C)N

XYZ file:
```
21
C7H13N | the OMol25 dataset | wB97M-V/def2-TZVPD
C 2.168 -0.583 1.312
C 1.571 0.227 0.373
C 0.138 0.114 0.113
C -0.866 0.283 1.206
C -1.356 1.694 1.548
C -0.258 -0.431 -1.080
C 0.653 -0.555 -2.219
N -1.593 -0.930 -1.246
H 3.209 -0.421 1.577
H 1.527 -1.092 1.889
H 2.261 0.856 -0.213
H -0.472 -0.009 2.273
H -1.677 -0.512 1.028
H -0.591 2.477 1.583
H -2.165 1.975 0.821
H -1.768 1.571 2.523
H 0.911 0.487 -2.626
H 0.302 -1.087 -3.112
H 1.525 -0.994 -1.734
H -2.001 -0.772 -2.200
H -2.211 -0.469 -0.603
```



a wins, 67.6 kJ/mol ahead of the next structure.



a | C4H10O4 in the gas phase. Source: the OMol25 dataset; level of theory: wB97M-V/def2-TZVPD.

Summary:
HOMO-LUMO gap ... 10.3 eV
Highest occupied orbital energy ... -9.88 eV
SMILES ... OC[C@@H](O)[C@H](O)CO

XYZ file:
```
18
C4H10O4 | the OMol25 dataset | wB97M-V/def2-TZVPD
O -2.110 -1.255 0.225
C -1.857 -0.099 -0.558
C -0.567 0.688 -0.264
O -0.436 1.692 0.796
C 0.592 -0.390 -0.086
O 0.457 -0.750 1.291
C 1.937 0.200 -0.351
O 2.999 -0.675 -0.097
H -3.028 -1.346 0.542
H -1.834 -0.406 -1.642
H -2.684 0.561 -0.759
H -0.497 1.433 -1.096
H -0.369 1.195 1.665
H 0.536 -1.110 -0.828
H -0.579 -0.750 1.376
H 2.048 1.076 0.357
H 2.178 0.522 -1.384
H 3.213 -0.587 0.813
```



b | A 2-piece molecular cluster, C4H10O4 overall. Source: the OMol25 dataset; level of theory: wB97M-V/def2-TZVPD.

Summary:
HOMO-LUMO gap ... 11.0 eV
Highest occupied orbital energy ... -10.32 eV
SMILES ... O=C(O)O.CCOC

XYZ file:
```
18
C4H10O4 | the OMol25 dataset | wB97M-V/def2-TZVPD
O -0.051 -0.144 -2.264
C -1.114 0.393 -2.089
O -1.967 0.465 -3.129
O -1.703 0.856 -0.984
H -2.873 0.582 -2.809
H -1.039 1.081 -0.284
C -0.056 -1.509 1.377
C 0.202 -0.045 1.690
O 0.480 0.800 0.516
C 1.789 0.691 -0.010
H -0.263 -2.045 2.301
H 0.789 -1.966 0.868
H -0.941 -1.609 0.753
H 1.050 0.061 2.376
H -0.677 0.411 2.148
H 1.845 1.376 -0.854
H 1.991 -0.325 -0.356
H 2.539 0.929 0.750
```



b wins, 212.5 kJ/mol ahead of the next structure.



a | A 3-piece molecular cluster, C4H16NO3 overall. Source: the OMol25 dataset; level of theory: wB97M-V/def2-TZVPD.

Summary:
Net charge ... +1
HOMO-LUMO gap ... 11.8 eV
Highest occupied orbital energy ... -14.60 eV

XYZ file:
```
24
C4H16NO3 | the OMol25 dataset | wB97M-V/def2-TZVPD
O -1.420 -1.099 -0.634
C -1.171 0.162 -1.209
C -0.047 0.827 -0.363
N 1.008 -0.316 -0.168
C 1.988 0.004 0.913
C 0.301 2.027 -1.195
H -2.393 -1.193 -0.606
H -2.138 0.784 -1.182
H -0.937 -0.087 -2.228
H -0.300 0.947 0.683
H 0.536 -1.195 -0.087
H 1.668 -0.470 -1.010
H 2.114 -0.730 1.741
H 1.854 1.008 1.322
H 3.028 0.025 0.537
H 1.409 2.179 -1.375
H -0.146 1.897 -2.206
H 0.006 2.956 -0.715
H 0.228 -3.543 -0.710
H -0.495 -3.253 0.461
O 0.383 -3.053 0.110
H -1.850 1.413 2.944
H -2.164 0.026 2.542
O -1.463 0.683 2.434
```



b | A 4-piece molecular cluster, C4H16NO3 overall. Source: the OMol25 dataset; level of theory: wB97M-V/def2-TZVPD.

Summary:
Net charge ... +1
HOMO-LUMO gap ... 10.4 eV
Highest occupied orbital energy ... -13.10 eV

XYZ file:
```
24
C4H16NO3 | the OMol25 dataset | wB97M-V/def2-TZVPD
C 0.923 -2.370 2.000
C -0.669 -1.851 2.085
C -0.575 -0.492 1.482
C -0.829 -0.319 0.142
N -0.921 1.062 -0.514
H 1.202 -2.646 0.963
H 1.675 -1.801 2.637
H 0.789 -3.313 2.466
H -1.282 -2.663 1.471
H -0.777 -1.823 3.125
H -0.306 0.291 2.143
H -1.149 -1.244 -0.484
H -1.868 1.395 -0.712
H -0.324 1.154 -1.356
H -0.500 1.739 0.163
H -0.276 2.752 2.570
H -0.332 3.923 1.576
O -0.340 2.950 1.605
H 0.344 1.795 -3.654
H 0.575 0.432 -3.159
O -0.021 1.205 -2.984
H 2.227 -1.313 -1.980
H 2.468 -1.088 -3.409
O 1.722 -1.009 -2.748
```



a wins, 18.4 kJ/mol ahead of the next structure.